Density functional theory data (ωB97M-V/def2-TZVPD) for 12 unconnected molecules or ions with the total composition C36H78F27N4O14P2 in a non-equilibrium geometry.

Results
**LUMO**: 2.240 eV
**HOMO-LUMO gap**: 4.51 eV
**Charge**: -3
**E_HOMO**: -0.083 hartree

Last columns: bonded neighbours and bond lengths (Å).
Positions of all 161 atoms, in Å:
1 C -0.20405 -3.75264 -1.26616  C2 1.522, H10 1.033, H11 1.088, H12 1.080
2 C 1.20467 -3.66654 -0.69765  C1 1.522, C3 1.534, N6 1.480, H13 1.126
3 C 1.87122 -5.04526 -0.78267  C2 1.534, O4 1.395, H14 1.069, H15 1.097
4 O 3.08565 -5.04499 -0.09579  C3 1.395, C5 1.433
5 C 3.97613 -6.02901 -0.63526  O4 1.433, H16 1.085, H17 1.095, H18 1.052
6 N 2.00176 -2.63712 -1.40231  C2 1.480, H7 0.999, H9 1.030
7 H 2.92971 -2.83166 -1.08863  N6 0.999
8 H 2.54709 -2.40856 -2.85518  O104 1.029
9 H 1.83902 -1.66570 -1.10095  N6 1.030
10 H -0.21864 -4.12972 -2.22825  C1 1.033
11 H -0.54723 -2.72101 -1.29309  C1 1.088
12 H -0.86591 -4.31731 -0.62606  C1 1.080
13 H 1.05504 -3.44343 0.39626  C2 1.126
14 H 2.09464 -5.07453 -1.82738  C3 1.069
15 H 1.30314 -5.94924 -0.52968  C3 1.097
16 H 4.69364 -6.27735 0.13950  C5 1.085
17 H 4.49422 -5.57188 -1.48524  C5 1.095
18 H 3.51503 -6.92454 -0.93873  C5 1.052
19 C 5.24579 -3.55412 1.74792  C20 1.498, H28 1.129, H29 1.086, H30 1.074
20 C 4.71111 -2.41651 2.56194  C19 1.498, C21 1.497, N24 1.447, H31 1.143
21 C 5.79897 -1.94651 3.47599  C20 1.497, O22 1.414, H32 1.068, H33 1.067
22 O 6.32488 -3.00204 4.25580  C21 1.414, C23 1.424
23 C 7.72041 -3.17495 4.03401  O22 1.424, H34 1.074, H35 1.082, H36 1.088
24 N 4.28402 -1.23240 1.84880  C20 1.447, H25 1.063, H27 1.061
25 H 3.83763 -0.52039 2.49990  N24 1.063
26 H 5.49837 -0.49866 1.05640  O134 1.094
27 H 3.41272 -1.38924 1.26350  N24 1.061
28 H 4.52024 -4.01113 1.01417  C19 1.129
29 H 5.69579 -4.28573 2.41185  C19 1.086
30 H 6.10924 -3.23918 1.19210  C19 1.074
31 H 3.89846 -2.77612 3.28067  C20 1.143
32 H 5.41919 -1.20592 4.14567  C21 1.068
33 H 6.52173 -1.48239 2.84314  C21 1.067
34 H 7.98635 -4.21399 4.09341  C23 1.074
35 H 8.30390 -2.55262 4.69978  C23 1.082
36 H 7.97110 -2.78684 3.04849  C23 1.088
37 C 0.10025 3.32429 -4.25705  C38 1.499, H46 1.109, H47 1.111, H48 1.079
38 C -0.48196 2.49512 -5.36228  C37 1.499, C39 1.558, N42 1.421, H49 1.149
39 C -0.17667 1.00577 -5.02084  C38 1.558, O40 1.397, H50 1.094, H51 1.104
40 O -0.56587 0.60117 -3.74192  C39 1.397, C41 1.454
41 C 0.28857 -0.50772 -3.34751  O40 1.454, H52 1.134, H53 1.069, H54 1.148
42 N -1.85340 2.71673 -5.66127  C38 1.421, H44 1.075, H45 1.054
43 H -8.90375 0.73617 -12.90870  O88 1.060
44 H -2.57046 2.12029 -5.12647  N42 1.075
45 H -2.12805 3.71894 -5.48657  N42 1.054
46 H -0.66982 4.06726 -3.96586  C37 1.109
47 H 1.06143 3.87231 -4.35336  C37 1.111
48 H 0.11135 2.74920 -3.34359  C37 1.079
49 H 0.05438 2.70496 -6.35634  C38 1.149
50 H 0.91267 0.95904 -5.11362  C39 1.094
51 H -0.55502 0.28830 -5.76917  C39 1.104
52 H 1.37552 -0.19283 -3.42086  C41 1.134
53 H 0.18406 -1.31301 -4.04216  C41 1.069
54 H 0.07010 -0.81219 -2.26247  C41 1.148
55 C -3.61176 -0.51041 3.60934  C56 1.500, H64 1.049, H65 1.094, H66 1.060
56 C -3.30044 -1.92119 4.01126  C55 1.500, C57 1.521, N60 1.505, H67 1.114
57 C -4.45703 -2.90860 4.00637  C56 1.521, O58 1.462, H68 1.069, H69 1.092
58 O -5.08644 -2.97834 2.68819  C57 1.462, C59 1.393
59 C -5.82053 -4.15623 2.57134  O58 1.393, H70 1.138, H71 1.093, H72 1.115
60 N -2.22233 -2.34192 3.04936  C56 1.505, H61 1.012, H62 1.007, H63 1.032
61 H -1.33475 -1.87614 2.91296  N60 1.012
62 H -1.88277 -3.23397 3.36905  N60 1.007
63 H -2.66345 -2.48731 2.12813  N60 1.032
64 H -4.19466 -0.30415 2.76136  C55 1.049
65 H -2.78896 0.20866 3.55996  C55 1.094
66 H -4.16347 -0.15193 4.44050  C55 1.060
67 H -2.89926 -1.93154 5.05088  C56 1.114
68 H -5.21461 -2.64093 4.71139  C57 1.069
69 H -4.03354 -3.89376 4.21064  C57 1.092
70 H -6.03249 -4.29113 1.46193  C59 1.138
71 H -6.65813 -4.02866 3.26256  C59 1.093
72 H -5.24211 -5.01281 2.98886  C59 1.115
73 P 3.78169 8.76558 9.44864  F74 1.627, F75 1.606, F76 1.662, F77 1.612, F78 1.583, F79 1.636
74 F 2.22996 8.29064 9.33506  P73 1.627
75 F 3.35217 10.17460 10.08939  P73 1.606
76 F 3.79250 8.05921 10.95338  P73 1.662
77 F 5.31382 9.23252 9.63141  P73 1.612
78 F 4.29448 7.43713 8.75627  P73 1.583
79 F 3.76741 9.53160 8.00273  P73 1.636
80 P 0.40690 -4.36013 4.15060  F81 1.559, F82 1.689, F83 1.647, F84 1.648, F85 1.564, F86 1.568
81 F 0.58734 -4.92158 5.59341  P80 1.559
82 F -1.24695 -4.38052 4.49350  P80 1.689
83 F 0.39514 -2.81172 4.71223  P80 1.647
84 F 0.06868 -3.68148 2.68684  P80 1.648
85 F 1.93452 -4.23269 3.83862  P80 1.564
86 F 0.44730 -5.79497 3.51865  P80 1.568
87 C -8.72098 9.01724 -6.96984  O89 1.192, C90 1.591, H101 1.079
88 O -7.98152 1.18628 -12.64239  H43 1.060, C94 1.428
89 O -8.37329 9.00892 -5.82948  C87 1.192
90 C -10.26280 9.12526 -7.34794  C87 1.591, F91 1.374, F92 1.327, F93 1.334
91 F -10.77610 7.89441 -7.01577  C90 1.374
92 F -10.94086 10.16338 -6.87590  C90 1.327
93 F -10.35706 9.26880 -8.67081  C90 1.334
94 C -8.10232 2.41148 -11.91965  O88 1.428, C95 1.538, H99 1.151, H100 1.091
95 C -6.98985 3.30377 -12.49490  C94 1.538, H96 1.148, H97 1.090, H98 1.079
96 H -5.96441 3.04445 -12.04762  C95 1.148
97 H -6.84181 3.13442 -13.56142  C95 1.090
98 H -7.29474 4.30243 -12.22429  C95 1.079
99 H -7.88897 2.23446 -10.80296  C94 1.151
100 H -9.06549 2.86942 -12.15170  C94 1.091
101 H -8.17195 8.83983 -7.88146  C87 1.079
102 C 4.29034 -1.71135 -3.62164  O103 1.381, O104 1.382, C105 1.584, H116 1.148
103 O 4.39615 -0.48005 -4.23703  C102 1.381, C109 1.424
104 O 3.01116 -2.21711 -3.75315  H8 1.029, C102 1.382
105 C 5.16889 -2.82976 -4.31821  C102 1.584, F106 1.393, F107 1.375, F108 1.366
106 F 4.93495 -3.13419 -5.65749  C105 1.393
107 F 6.50098 -2.48802 -4.32428  C105 1.375
108 F 5.04448 -4.02435 -3.66653  C105 1.366
109 C 3.74136 -0.13015 -5.45248  O103 1.424, C110 1.517, H114 1.126, H115 1.089
110 C 3.95280 1.37047 -5.51553  C109 1.517, H111 1.072, H112 1.103, H113 1.118
111 H 3.46510 1.72001 -4.62678  C110 1.072
112 H 5.02587 1.61978 -5.56373  C110 1.103
113 H 3.44683 1.84057 -6.39427  C110 1.118
114 H 2.66812 -0.43131 -5.29085  C109 1.126
115 H 4.21189 -0.65714 -6.28101  C109 1.089
116 H 4.63509 -1.57822 -2.53504  C102 1.148
117 C -8.48284 -2.36738 6.62483  O118 1.453, O119 1.293, C120 1.534, H131 1.142
118 O -7.15253 -2.05721 6.13087  C117 1.453, C124 1.474
119 O -8.91186 -1.68760 7.63816  C117 1.293
120 C -9.36111 -2.35682 5.36671  C117 1.534, F121 1.338, F122 1.357, F123 1.350
121 F -10.57676 -2.88895 5.53438  C120 1.338
122 F -9.58601 -1.09607 4.91799  C120 1.357
123 F -8.83099 -3.06224 4.34459  C120 1.350
124 C -6.88548 -0.60813 6.09171  O118 1.474, C125 1.565, H129 1.100, H130 1.071
125 C -6.14031 -0.22986 7.41527  C124 1.565, H126 1.094, H127 1.083, H128 1.063
126 H -6.81839 -0.55151 8.21085  C125 1.094
127 H -5.26014 -0.80820 7.66631  C125 1.083
128 H -5.93159 0.80861 7.50657  C125 1.063
129 H -7.79375 0.01073 6.13395  C124 1.100
130 H -6.24826 -0.46828 5.24214  C124 1.071
131 H -8.27364 -3.48908 6.67738  C117 1.142
132 C 6.29276 1.30303 1.21940  O133 1.481, O134 1.341, C135 1.494, H146 1.079
133 O 5.76573 2.13135 0.10995  C132 1.481, C139 1.352
134 O 6.48040 -0.01765 1.08626  H26 1.094, C132 1.341
135 C 7.55691 1.98753 1.62590  C132 1.494, F136 1.357, F137 1.355, F138 1.340
136 F 8.52814 1.88759 0.68401  C135 1.357
137 F 7.37543 3.31486 1.82907  C135 1.355
138 F 7.96203 1.53466 2.81981  C135 1.340
139 C 4.71821 1.58747 -0.54885  O133 1.352, C140 1.506, H144 1.110, H145 1.144
140 C 3.89740 2.60668 -1.29458  C139 1.506, H141 1.124, H142 1.066, H143 1.104
141 H 3.46937 3.31425 -0.53302  C140 1.124
142 H 4.54758 3.08258 -1.99318  C140 1.066
143 H 3.11532 1.96471 -1.73560  C140 1.104
144 H 4.04180 1.07885 0.16896  C139 1.110
145 H 5.03604 0.79500 -1.30989  C139 1.144
146 H 5.62239 1.55344 2.02677  C132 1.079
147 C 0.95111 0.53256 0.53205  O148 1.518, O149 1.312, C150 1.652, H161 1.098
148 O 1.57388 1.57125 1.44661  C147 1.518, C154 1.430
149 O 1.87892 -0.31497 0.15602  C147 1.312
150 C -0.17755 -0.16376 1.51647  C147 1.652, F151 1.327, F152 1.353, F153 1.339
151 F -0.94661 0.73191 2.12215  C150 1.327
152 F -0.98656 -1.03028 0.86464  C150 1.353
153 F 0.41747 -0.86697 2.48784  C150 1.339
154 C 1.07193 2.91046 1.42727  O148 1.430, C155 1.569, H159 1.110, H160 1.042
155 C 1.91671 3.88926 2.31561  C154 1.569, H156 1.134, H157 1.070, H158 1.114
156 H 1.26401 4.81499 2.26662  C155 1.134
157 H 1.99011 3.34465 3.23425  C155 1.070
158 H 2.95622 4.02556 1.93921  C155 1.114
159 H 0.10749 2.91028 1.97727  C154 1.110
160 H 0.85648 3.16103 0.43945  C154 1.042
161 H 0.40204 0.93553 -0.32913  C147 1.098